A 14-piece molecular cluster, C48H96O46S4 overall, computed with wB97M-V/def2-TZVPD.

Atoms and positions in Å:
C  19.00822  9.62499  3.54135
C  19.72060  8.54274  2.74580
O  19.54337  7.33307  3.50517
C  20.25412  6.28483  3.18474
O  20.99843  6.21617  2.27688
O  20.03760  5.37131  4.10608
C  20.34973  4.03002  3.82958
H  17.94271  9.39703  3.47579
H  19.19112  10.63593  3.17381
H  19.36916  9.65628  4.56783
H  20.80575  8.67954  2.68981
H  19.33295  8.49286  1.72644
H  19.45979  3.57716  3.38657
H  20.61272  3.52129  4.74971
H  21.20292  3.91142  3.16305
C  13.21602  13.07329  7.50476
C  14.18513  12.00132  7.97380
O  14.24616  10.98157  6.95962
C  14.96103  9.91257  7.24335
O  15.58407  9.71501  8.25051
O  14.83196  9.06374  6.23228
C  15.27065  7.72727  6.45938
H  12.18765  12.79135  7.70748
H  13.39241  13.20520  6.43843
H  13.47741  14.00441  8.00300
H  13.94157  11.52603  8.92625
H  15.17085  12.46082  8.10853
H  16.08078  7.70172  7.17747
H  15.60305  7.33509  5.50108
H  14.39285  7.16165  6.74451
C  12.50545  6.28727  -0.43566
C  13.54921  5.26768  -0.88269
O  14.16923  4.71724  0.28005
C  15.03942  3.74953  0.09947
O  15.38752  3.25012  -0.93406
O  15.55731  3.46252  1.27518
C  16.33281  2.30035  1.34254
H  13.05214  7.13892  -0.02686
H  11.88311  5.82731  0.32977
H  11.91763  6.58898  -1.29551
H  14.25088  5.70615  -1.58621
H  12.97131  4.45409  -1.33086
H  15.70506  1.47518  1.62885
H  17.07856  2.46872  2.12601
H  16.97205  2.22470  0.46027
C  7.84904  3.50223  -0.00989
C  7.75768  4.24383  1.29660
O  8.95751  4.87205  1.65724
C  9.86007  4.16034  2.32915
O  9.70872  3.04283  2.69318
O  10.93961  4.88116  2.36124
C  12.17119  4.26357  2.79767
H  8.22078  4.15905  -0.79670
H  6.83903  3.19108  -0.29018
H  8.43978  2.58978  0.04005
H  7.49484  3.56802  2.11237
H  6.96995  4.98905  1.23636
H  12.26879  3.41917  2.11161
H  12.04869  3.81837  3.78614
H  12.98186  4.96913  2.73713
C  19.00385  6.58715  -0.47506
C  17.83494  5.92210  0.15646
O  17.21191  6.66618  1.21209
C  16.39801  7.69575  1.00594
O  16.10385  8.19944  -0.02445
O  15.94640  8.07972  2.21177
C  14.80857  8.95941  2.20825
H  18.89425  7.66860  -0.60515
H  19.45017  6.10855  -1.34338
H  19.87113  6.62510  0.20889
H  18.10148  4.95866  0.58973
H  17.01753  5.70783  -0.54436
H  15.00436  9.81069  1.55649
H  14.67026  9.37661  3.20492
H  13.91997  8.39150  1.93955
C  16.44042  2.29062  11.36400
C  17.71007  2.99596  10.92373
O  18.72103  2.77813  11.88476
C  19.93834  3.18188  11.54196
O  20.31777  3.55944  10.47561
O  20.69614  3.12224  12.64913
C  22.02083  3.48844  12.49581
H  15.68947  2.29113  10.56847
H  16.01181  2.76535  12.24283
H  16.62423  1.21982  11.47708
H  17.47422  4.05264  10.78387
H  17.98579  2.62983  9.93285
H  22.49504  3.59388  13.46755
H  22.14426  4.41048  11.93233
H  22.61493  2.72052  11.99097
C  12.71416  4.12689  8.03455
C  11.44024  4.91743  8.12820
O  11.33235  5.87242  7.09972
C  10.47360  5.61289  6.12898
O  10.02335  4.53630  5.87674
O  10.15811  6.73404  5.53493
C  9.11014  6.64255  4.58608
H  12.80275  3.36730  8.80787
H  13.58234  4.78983  8.03253
H  12.78927  3.62217  7.06681
H  11.43672  5.41788  9.09700
H  10.59612  4.23024  8.10642
H  8.87545  5.59676  4.41042
H  9.49487  7.09656  3.67668
H  8.22515  7.18108  4.91264
C  19.44205  1.24983  6.61849
C  18.00225  1.69939  6.71529
O  17.90123  3.04977  6.31428
C  17.14654  3.38594  5.28692
O  16.31807  2.70510  4.74484
O  17.37831  4.65542  5.07113
C  16.80502  5.32678  3.98133
H  20.00865  1.78028  7.39085
H  19.90644  1.46028  5.65811
H  19.53075  0.18475  6.84363
H  17.70092  1.51608  7.74393
H  17.39905  1.02725  6.10061
H  17.18387  4.86718  3.06994
H  17.10136  6.36925  3.93326
H  15.71500  5.34077  4.02802
C  14.84339  -0.00054  -1.19165
C  13.84768  -0.91651  -0.53210
O  14.35371  -1.26726  0.78020
C  14.12134  -0.46031  1.79623
O  13.34029  0.43358  1.80563
O  14.86972  -0.84589  2.80501
C  14.56432  -0.37787  4.11139
H  15.82185  -0.48567  -1.13500
H  14.94146  0.95393  -0.68376
H  14.56857  0.18123  -2.22923
H  13.77535  -1.87299  -1.02907
H  12.90674  -0.40759  -0.33402
H  15.47108  -0.32824  4.70705
H  13.81821  -0.96723  4.64634
H  14.16747  0.63896  4.04881
C  19.14017  6.75692  12.25776
C  18.22641  6.91238  11.05192
O  19.03058  7.29418  9.94499
C  18.55892  6.99361  8.75914
O  17.50173  6.51552  8.51579
O  19.47194  7.31615  7.88222
C  19.11766  7.21154  6.50542
H  19.63333  7.68564  12.52758
H  19.85924  5.96185  12.06064
H  18.51295  6.42143  13.08846
H  17.49103  7.69635  11.25359
H  17.66523  5.99354  10.90183
H  19.00115  6.14653  6.26145
H  19.99941  7.46049  5.92605
H  18.20580  7.72825  6.23066
C  21.79303  4.69616  7.43924
C  23.16445  4.67165  8.07834
O  24.13652  4.90518  7.05268
S  23.42916  5.48041  5.71742
O  23.46327  4.52171  4.69457
O  23.89729  6.77563  5.44124
O  21.96467  5.61116  6.33856
H  20.98546  5.03448  8.07931
H  21.54373  3.69336  7.07215
H  23.32530  3.66506  8.46883
H  23.29828  5.28838  8.97087
C  17.90328  -2.54957  7.15906
C  17.18567  -3.18209  8.40375
O  16.00583  -2.41458  8.51051
S  16.32285  -0.88304  8.19592
O  17.15392  -0.28027  9.16960
O  15.17875  -0.21890  7.72262
O  17.24797  -1.30372  6.94409
H  17.74983  -3.10000  6.23609
H  18.96626  -2.41050  7.34042
H  17.85147  -3.14569  9.26522
H  16.90166  -4.20484  8.18048
C  19.24066  -1.55920  1.23191
C  17.94184  -1.37164  2.01968
O  18.33081  -1.39906  3.42903
S  19.88921  -1.31769  3.59359
O  20.28503  -2.12627  4.68238
O  20.36319  0.01282  3.60708
O  20.21760  -2.01212  2.20129
H  19.65028  -0.63321  0.83779
H  19.10690  -2.34242  0.49999
H  17.29880  -2.23839  1.90642
H  17.40211  -0.43315  1.94906
C  22.63095  -1.10952  7.17521
C  22.79962  0.13565  6.29186
O  23.14164  1.19420  7.18947
S  23.01495  0.73256  8.74802
O  21.68569  1.03783  9.13378
O  24.06661  1.32658  9.45821
O  23.30032  -0.79459  8.40332
H  23.21989  -1.94759  6.81679
H  21.58809  -1.39793  7.28787
H  21.85933  0.50180  5.89106
H  23.54952  -0.06667  5.53291

Forces on atoms 1 to 3 (eV/Å):
C 0.1 -0.1 -0.2
C 0.9 0.5 0.5
O -1.4 1.1 0.2

Computed properties:
Multiplicity: 1
Net charge: 0
Electronic energy (eV): -188856.314
HOMO-LUMO gap (eV): 10.4
E_HOMO (eV): -10.41
LUMO level (eV): 0.02
Relative energy (zero: lowest compared OMol25 entry of this formula, charge and spin) (eV): 1.109